1.
A cluster of 3 separate species, C3H11O3S2 in total, computed with the ωB97M-V functional and the def2-TZVPD basis.

```
19
Properties=species:S:1:pos:R:3:nbo_charge:R:1
C 1.48 0.30 1.34 -0.450
C 1.91 1.22 0.17 -0.082
O 3.01 0.46 -0.47 -0.765
C 0.34 -0.68 1.06 -0.534
S -1.35 0.06 1.20 -0.055
S -2.24 -0.99 -0.40 -0.772
H 1.20 0.93 2.19 0.192
H 2.41 -0.15 1.67 0.211
H 1.21 1.38 -0.64 0.226
H 2.38 2.13 0.49 0.166
H 0.46 -1.59 1.64 0.198
H 0.35 -0.95 0.00 0.218
H -0.27 -1.62 -2.33 0.494
H 0.41 -2.69 -1.55 0.471
H 2.57 -0.28 -0.89 0.463
O 0.52 -2.17 -2.35 -0.972
H -0.80 2.26 0.05 0.486
H -0.93 2.52 -1.42 0.470
O -0.32 2.63 -0.68 -0.965
```

Calculated values
Total charge   -1
Multiplicity   1
Highest occupied orbital energy   -3.0 eV

2.
The molecule C5H9BrN4, computed with the ωB97M-V functional and the def2-TZVPD basis.

```
19
Properties=species:S:1:pos:R:3:nbo_charge:R:1
C 1.27 -0.15 -0.11 -0.280
C 1.11 -1.52 0.00 0.269
C -0.03 0.39 -0.08 0.198
C -2.28 -0.84 -0.20 -0.419
C 0.27 2.71 0.16 -0.428
N -0.18 -1.85 0.05 -0.257
N -0.86 -0.72 0.01 -0.202
N 1.98 -2.60 -0.13 -0.778
N -0.53 1.61 -0.36 -0.553
Br 2.99 0.64 -0.08 0.057
H -2.58 0.00 -0.88 0.202
H -2.49 -1.81 -0.68 0.232
H -2.89 -0.81 0.79 0.187
H 1.34 2.60 -0.04 0.228
H -0.03 3.86 -0.19 0.197
H 0.05 2.84 1.26 0.187
H 2.82 -2.45 0.45 0.389
H 1.50 -3.54 0.10 0.397
H -1.47 1.63 -0.06 0.375
```

Calculated values
Total charge   0
⟨S²⟩   2.014
Multiplicity   3
Highest occupied orbital energy (spin up / spin down)   -3.8 / -8.0 eV

3.
A cluster of 2 separate species, C3H6N2O2 in total, computed with the ωB97M-V functional and the def2-TZVPD basis.

```
13
Properties=species:S:1:pos:R:3:nbo_charge:R:1
C -0.58 -1.08 1.45 -0.148
C 0.85 1.47 0.44 0.719
C 0.61 0.50 -0.64 0.044
N 0.37 -1.28 0.64 -0.443
N -0.50 0.67 -1.43 -0.766
O 2.08 1.54 0.94 -0.664
O -0.06 1.98 0.98 -0.572
H -1.13 -1.87 1.81 0.169
H -0.92 -0.06 1.72 0.166
H 1.46 -0.04 -1.01 0.209
H -1.31 1.19 -1.23 0.409
H 2.75 1.05 0.50 0.493
H -0.69 -0.06 -2.02 0.384
```

Calculated values
Total charge   0
Multiplicity   1
Highest occupied orbital energy (spin up / spin down)   -8.1 / -7.8 eV

4.
The molecule C2H3NS3, computed with the ωB97M-V functional and the def2-TZVPD basis.

```
9
Properties=species:S:1:pos:R:3:nbo_charge:R:1
C 1.55 1.19 0.33 -0.008
C -0.85 -0.29 0.27 -0.690
H -0.16 -1.45 -0.33 0.211
H 2.18 1.99 0.71 0.225
H -0.06 -1.47 0.59 0.286
N 2.21 0.12 0.16 -0.459
S 1.28 -1.48 -0.17 0.180
S -0.20 1.56 -0.26 0.164
S -2.44 -0.42 0.08 0.091
```

Calculated values
Total charge   0
Multiplicity   1
Highest occupied orbital energy   -7.9 eV

5.
The molecule H6OSi2, computed with the ωB97M-V functional and the def2-TZVPD basis.

```
9
Properties=species:S:1:pos:R:3:nbo_charge:R:1
Si 1.00 -0.96 -0.82 1.210
O -0.44 0.50 -0.61 -1.233
Si -1.00 1.10 0.77 1.252
H 0.37 -2.08 -1.36 -0.213
H 1.81 -0.59 -1.83 -0.201
H 1.50 -1.46 0.49 -0.166
H -2.28 0.38 0.73 -0.197
H -0.62 2.50 0.72 -0.200
H -0.33 0.61 1.92 -0.251
```

Calculated values
Total charge   0
Multiplicity   1
Structure (SMILES)   [SiH3]O[SiH3]
Highest occupied orbital energy   -10.2 eV

6.
The molecule C3H4INS, computed with the ωB97M-V functional and the def2-TZVPD basis.

```
10
Properties=species:S:1:pos:R:3:nbo_charge:R:1
C -1.91 -0.10 -0.09 0.085
C 0.45 0.62 -0.46 -0.237
C 1.04 -0.56 0.38 -0.637
N -0.95 0.62 -0.33 -0.439
S 0.70 -2.20 -0.15 0.091
I -3.89 0.26 0.12 0.219
H 0.86 1.60 0.03 0.215
H 0.85 0.60 -1.42 0.226
H 2.21 -0.54 0.48 0.262
H 0.63 -0.32 1.44 0.216
```

Calculated values
Total charge   0
Multiplicity   1
Highest occupied orbital energy (spin up / spin down)   -9.1 / -7.5 eV

Among the records above, which one has the highest multiplicity? C5H9BrN4